{
  "formula": "C9H36ClO13",
  "method": "ωB97M-V/def2-TZVPD",
  "lumo_energy_ev": 2.32,
  "orbital_gap_ev": 8.4,
  "total_charge": -1,
  "e_tot_ha": -1802.38803,
  "de_lowest_ev": 7.729,
  "elements": ["Cl", "O", "O", "O", "O", "C", "O", "H", "H", "H", "H", "C", "O", "H", "H", "H", "H", "C", "O", "H", "H", "H", "H", "C", "O", "H", "H", "H", "H", "C", "O", "H", "H", "H", "H", "C", "O", "H", "H", "H", "H", "C", "O", "H", "H", "H", "H", "C", "O", "H", "H", "H", "H", "C", "O", "H", "H", "H", "H"],
  "xyz": [[-0.234, 0.384, 1.096], [0.410, 1.675, 1.006], [-1.599, 0.624, 0.644], [0.459, -0.508, 0.197], [-0.049, -0.145, 2.445], [-2.454, -1.514, -4.741], [-3.202, -2.482, -5.465], [-1.658, -1.008, -5.286], [-2.985, -0.664, -4.310], [-2.019, -2.007, -3.871], [-2.712, -3.292, -5.304], [-5.415, 3.591, -1.342], [-5.061, 3.903, -0.009], [-6.278, 4.150, -1.704], [-4.650, 3.929, -2.042], [-5.603, 2.563, -1.650], [-4.281, 3.389, 0.213], [5.558, -4.323, -3.079], [4.133, -4.012, -3.044], [5.886, -4.728, -2.122], [5.709, -5.037, -3.889], [6.177, -3.458, -3.319], [3.955, -3.143, -2.677], [0.825, 5.208, -3.276], [0.563, 6.566, -3.310], [1.341, 4.991, -2.340], [-0.076, 4.602, -3.183], [1.350, 4.760, -4.120], [1.178, 6.936, -3.947], [5.880, 0.623, -0.503], [6.544, -0.493, 0.057], [4.905, 0.350, -0.907], [5.748, 1.396, 0.254], [6.551, 1.029, -1.260], [5.908, -0.800, 0.707], [-1.565, -3.546, 6.509], [-1.880, -4.299, 7.629], [-0.542, -3.875, 6.326], [-2.127, -3.825, 5.618], [-1.556, -2.461, 6.613], [-2.650, -3.904, 8.044], [4.038, -4.139, 3.572], [4.172, -2.930, 2.987], [3.645, -4.870, 2.865], [4.907, -4.521, 4.107], [3.311, -3.997, 4.372], [3.294, -2.542, 3.016], [-5.176, -3.904, 0.380], [-6.285, -4.556, 1.015], [-4.222, -3.877, 0.907], [-5.063, -4.278, -0.638], [-5.288, -2.821, 0.317], [-6.084, -5.482, 1.172], [-1.104, 7.679, 1.225], [-0.481, 8.761, 0.451], [-0.416, 6.871, 0.978], [-1.303, 7.715, 2.296], [-2.032, 7.389, 0.732], [-0.394, 8.353, -0.414]],
  "atomic_forces_ev_per_a": [[1.435, 1.287, -0.647], [0.317, 0.302, 0.470], [0.003, -1.231, 0.982], [-0.456, -0.610, -0.340], [-1.286, 0.236, -0.493], [0.703, 0.309, 1.036], [0.080, 0.573, 0.012], [0.187, -0.467, -0.533], [-0.997, -0.378, -0.309], [0.286, 0.132, 0.066], [-0.251, -0.161, -0.249], [0.353, 0.639, -1.366], [-0.624, -0.362, -0.354], [-0.295, 0.167, 0.788], [0.475, 0.046, 0.014], [0.011, -0.430, 0.866], [0.135, -0.097, 0.074], [-1.045, 0.561, -0.013], [0.947, -0.525, -0.350], [-0.002, -0.120, -0.038], [-0.138, -0.143, 0.204], [-0.120, 0.200, 0.073], [0.349, 0.032, 0.141], [-0.109, -2.004, 1.256], [-0.135, 1.095, -0.893], [0.504, -0.256, -0.108], [-0.448, 0.356, -0.153], [0.290, 0.477, -0.147], [-0.125, 0.343, 0.106], [0.442, 0.453, -0.052], [-0.313, -0.198, 0.171], [0.013, 0.102, -0.224], [-0.170, 0.169, 0.024], [-0.271, -0.024, -0.204], [0.249, -0.541, 0.305], [1.522, -0.257, -1.285], [-1.028, -0.076, 1.283], [0.178, 0.438, -0.483], [-0.355, 0.062, 0.013], [-0.191, 0.018, 0.318], [-0.118, -0.178, 0.137], [-1.250, -1.776, 1.637], [0.823, 2.334, -1.179], [0.138, -0.454, 0.070], [0.483, 0.215, -0.543], [-0.351, -0.683, 0.292], [0.130, 0.440, -0.336], [0.129, 0.328, -0.248], [0.406, 0.767, 0.085], [0.075, -1.073, 0.334], [0.253, -0.033, 0.006], [-1.111, -0.040, -0.076], [0.260, 0.070, -0.097], [0.659, -1.053, -2.255], [-0.845, 0.212, 1.450], [-0.202, -0.625, 0.908], [0.606, 1.070, -0.166], [-0.322, 0.189, 0.158], [0.119, 0.172, -0.137]]
}

=====

{
  "formula": "C9H36O9",
  "method": "ωB97M-V/def2-TZVPD",
  "lumo_energy_ev": 0.34,
  "smiles": "CO.CO.CO.CO.CO.CO.CO.CO.CO",
  "orbital_gap_ev": 10.5,
  "e_tot_ha": -1041.40485,
  "de_lowest_ev": 7.237,
  "elements": ["C", "O", "H", "H", "H", "H", "C", "O", "H", "H", "H", "H", "C", "O", "H", "H", "H", "H", "C", "O", "H", "H", "H", "H", "C", "O", "H", "H", "H", "H", "C", "O", "H", "H", "H", "H", "C", "O", "H", "H", "H", "H", "C", "O", "H", "H", "H", "H", "C", "O", "H", "H", "H", "H"],
  "xyz": [[-5.129, -3.274, -4.579], [-5.162, -4.713, -4.606], [-5.595, -2.997, -3.633], [-4.107, -2.968, -4.801], [-5.641, -2.907, -5.469], [-4.322, -5.093, -4.337], [-15.650, 8.136, -3.768], [-14.721, 7.110, -3.417], [-16.252, 7.904, -4.647], [-16.330, 8.399, -2.958], [-15.185, 9.067, -4.092], [-13.968, 7.544, -3.008], [-7.258, 10.794, -4.559], [-7.436, 9.456, -4.262], [-6.359, 11.003, -5.139], [-8.194, 11.056, -5.052], [-7.238, 11.464, -3.699], [-8.046, 9.385, -3.525], [-9.732, 7.408, 0.263], [-10.184, 8.611, -0.382], [-8.657, 7.256, 0.170], [-9.835, 7.397, 1.348], [-10.194, 6.528, -0.184], [-9.992, 9.347, 0.204], [-8.579, 9.557, -10.081], [-8.825, 8.603, -9.061], [-9.314, 9.583, -10.885], [-8.597, 10.620, -9.842], [-7.587, 9.368, -10.492], [-8.051, 8.523, -8.498], [-10.785, -2.978, -0.460], [-11.079, -2.953, -1.794], [-11.679, -3.149, 0.140], [-9.966, -3.666, -0.249], [-10.441, -2.040, -0.026], [-11.176, -3.856, -2.107], [-9.216, 2.533, -4.722], [-7.972, 3.172, -4.471], [-9.187, 1.452, -4.581], [-9.909, 2.966, -4.000], [-9.582, 2.792, -5.715], [-8.021, 4.033, -4.892], [-2.030, 6.658, -8.330], [-1.824, 7.915, -8.742], [-2.426, 6.008, -9.110], [-1.160, 6.199, -7.859], [-2.789, 6.706, -7.549], [-0.981, 7.891, -9.200], [-15.369, 1.320, -2.844], [-14.494, 0.958, -1.899], [-14.900, 1.904, -3.635], [-16.106, 0.567, -3.122], [-15.983, 2.094, -2.383], [-13.873, 0.302, -2.225]],
  "atomic_forces_ev_per_a": [[0.482, -1.343, -0.670], [-0.347, -0.140, -0.363], [0.367, 0.786, -0.224], [0.126, 0.472, 0.892], [-0.641, -0.066, 0.322], [0.008, 0.294, 0.045], [-0.076, 0.583, -0.270], [-0.513, 0.445, -0.380], [0.053, -0.812, 0.147], [-0.012, -0.223, 0.203], [0.517, 0.079, 0.248], [0.041, -0.075, 0.057], [-1.253, 1.341, -0.120], [0.804, -1.544, 0.686], [-0.213, -0.399, -0.190], [0.329, 0.841, -0.819], [0.329, -0.163, 0.449], [-0.015, -0.098, -0.002], [0.730, 0.041, 0.058], [0.096, -0.740, 0.349], [0.261, 0.206, -0.530], [-0.774, 0.155, 0.047], [-0.321, 0.326, 0.039], [0.018, 0.022, 0.003], [0.816, 0.390, -0.536], [-0.772, 0.427, -0.226], [-0.190, -1.112, 0.114], [0.134, 0.091, 1.149], [-0.032, 0.031, -0.410], [0.047, 0.175, -0.073], [0.339, -0.026, 2.151], [-0.222, 0.572, -1.815], [-0.058, -0.702, 0.210], [-0.194, -0.390, 0.311], [0.143, 0.510, -0.866], [-0.020, 0.054, 0.002], [-0.454, 0.946, 0.379], [0.460, -0.459, -0.244], [0.402, 0.158, -0.065], [-0.504, -0.343, 0.015], [-0.037, -0.332, -0.152], [0.131, 0.034, 0.071], [-1.305, -2.527, 1.618], [1.144, 2.603, -1.194], [0.089, -0.269, -0.188], [0.223, -0.175, -0.082], [-0.145, -0.213, 0.076], [-0.011, 0.584, -0.230], [-2.201, 2.173, -0.952], [2.165, -1.308, 2.200], [-0.018, -0.608, -0.783], [0.343, -0.339, -0.605], [-0.284, 0.105, 0.181], [0.013, -0.034, -0.035]]
}

=====

{
  "formula": "C9H37HgN2O13",
  "method": "ωB97M-V/def2-TZVPD",
  "lumo_energy_ev": -8.63,
  "orbital_gap_ev": 3.2,
  "total_charge": 1,
  "e_tot_ha": -1605.69936,
  "de_lowest_ev": 0.000,
  "elements": ["Hg", "C", "C", "O", "H", "H", "H", "H", "H", "C", "C", "O", "O", "H", "H", "H", "H", "H", "H", "C", "C", "O", "O", "H", "H", "H", "H", "H", "H", "C", "C", "O", "O", "H", "H", "H", "H", "H", "H", "C", "O", "N", "N", "H", "H", "H", "H", "O", "H", "H", "O", "H", "H", "O", "H", "H", "O", "H", "H", "O", "H", "H"],
  "xyz": [[1.605, -1.706, 4.000], [0.449, -1.092, 0.335], [0.243, 0.049, 1.264], [1.019, 0.039, 2.476], [0.451, -2.058, 0.841], [1.370, -0.960, -0.235], [-0.272, -1.138, -0.482], [-0.815, 0.107, 1.520], [0.497, 0.945, 0.691], [-1.321, 2.650, -1.712], [-1.541, 1.189, -2.092], [-2.577, 0.982, -3.057], [-2.445, 3.055, -0.889], [-1.331, 3.167, -2.672], [-0.384, 2.771, -1.167], [-1.907, 0.541, -1.293], [-0.650, 0.747, -2.538], [-3.267, 1.624, -2.862], [-2.098, 3.219, -0.005], [-3.627, -1.327, 0.364], [-4.861, -0.432, 0.134], [-5.878, -1.203, -0.480], [-3.941, -2.193, 1.484], [-2.850, -0.645, 0.718], [-3.190, -1.869, -0.475], [-4.649, 0.392, -0.550], [-5.262, -0.009, 1.057], [-6.696, -0.703, -0.539], [-3.176, -2.760, 1.611], [3.359, -1.894, -2.442], [4.702, -1.483, -3.055], [5.053, -0.194, -2.624], [3.508, -2.105, -1.020], [3.163, -2.765, -3.069], [2.504, -1.222, -2.532], [4.602, -1.465, -4.140], [5.401, -2.262, -2.744], [5.254, -0.234, -1.686], [3.978, -1.336, -0.686], [-0.099, 3.912, 1.825], [-1.158, 3.380, 1.538], [0.102, 5.184, 1.853], [0.888, 3.216, 2.295], [1.048, 5.527, 1.900], [-0.703, 5.694, 1.521], [0.894, 2.213, 2.212], [1.660, 3.779, 2.616], [-0.998, -1.754, -2.883], [-1.669, -1.083, -3.036], [-0.424, -1.699, -3.650], [0.884, -3.744, -1.301], [0.908, -2.970, -0.737], [0.402, -3.459, -2.080], [-1.112, 0.895, 4.396], [-1.801, 0.527, 3.840], [-0.333, 0.912, 3.836], [2.149, -3.583, 2.477], [1.556, -4.311, 2.685], [2.995, -4.004, 2.299], [3.719, 1.119, 2.049], [2.821, 0.810, 1.903], [3.857, 1.013, 2.992]],
  "atomic_forces_ev_per_a": [[-0.839, 1.251, -2.342], [0.784, -0.391, -1.222], [-1.215, -1.298, 1.082], [0.801, -0.185, 0.428], [-0.015, 0.024, 0.227], [0.423, -0.324, 0.396], [-0.534, 0.180, 0.326], [-0.023, 0.279, 0.154], [0.377, 0.493, 0.392], [-1.605, -1.044, 0.587], [-0.294, -0.616, -0.211], [0.262, 0.559, -0.481], [0.728, -0.017, -1.200], [0.182, 0.534, 0.207], [0.122, 0.133, -0.144], [0.765, 0.361, 0.905], [0.181, 0.138, 0.114], [-0.272, -0.047, -0.005], [0.053, 0.110, 0.415], [-0.559, 0.932, 1.679], [-0.221, -0.605, -1.065], [-0.074, -0.667, -0.120], [0.267, 0.164, -0.695], [0.242, 0.282, -0.115], [-0.686, -0.055, -0.345], [0.608, 0.179, 0.152], [0.547, -0.102, 0.358], [0.047, 0.104, 0.069], [-0.103, -0.202, 0.031], [0.657, -0.068, -0.307], [-1.516, 0.390, 0.474], [0.557, 0.425, 0.033], [-0.095, -0.728, -0.483], [-0.602, -0.772, 1.128], [0.305, 0.428, -0.637], [0.182, 0.071, 0.020], [0.302, 0.066, -0.136], [0.298, 0.176, -0.019], [-0.038, 0.101, 0.053], [-2.179, -1.943, 0.281], [-1.440, -0.587, -0.998], [-0.236, 3.557, -0.543], [3.225, -1.635, 1.056], [-0.477, 0.617, -0.181], [0.552, 0.673, 0.029], [0.262, 0.455, 0.313], [0.457, -1.049, 0.139], [0.286, -0.231, 0.236], [-0.369, 0.114, -0.138], [0.016, 0.025, -0.228], [0.119, -0.336, 0.108], [0.162, 0.008, -0.175], [-0.303, 0.050, -0.063], [0.193, -0.338, 0.368], [-0.277, 0.075, -0.067], [0.099, 0.175, -0.245], [-0.369, 0.453, 0.635], [-0.254, -0.345, -0.149], [0.453, 0.048, -0.148], [0.182, -0.042, -0.132], [-0.249, -0.140, 0.040], [0.148, 0.141, 0.158]]
}